--- a ---
Formula: C24H52N2O7
Source: OMol25
Level of theory: the ωB97M-V functional and the def2-TZVPD basis

Calculated values
Orbital gap: 6.85 eV
LUMO energy: -0.016 eV
SMILES: COC(=O)OCC[C@@H](C)CCC=C(C)C.COCCNCCOC.COCCNCCOC
Highest occupied orbital energy: -0.25226 Ha

Each line ends with the Mulliken charge.
Element x y z (Å)
C 3.2875 -3.4844 -2.0424  -0.117
O 4.6509 -3.2604 -1.5619  -0.322
C 4.7568 -2.0025 -0.9118  0.583
O 4.0721 -1.8309 0.1341  -0.435
O 5.6213 -0.9891 -1.4446  -0.368
C 4.7298 -0.0769 -2.1942  -0.161
C 4.5721 -0.5941 -3.6983  -0.340
C 3.7370 0.4171 -4.6540  0.201
C 3.9288 -0.1761 -6.1608  -1.293
C 2.1592 0.3973 -4.3728  -0.449
C 1.7112 1.0528 -2.9762  -0.504
C 1.0539 -0.1531 -2.1020  -0.061
C -0.3618 -0.4643 -2.2814  0.494
C -0.8038 -1.6857 -3.2475  -1.186
C -1.5287 0.3484 -1.5130  -1.057
H 2.6061 -3.9281 -1.2388  0.183
H 2.7738 -2.5045 -2.3812  -0.181
H 3.3880 -4.1491 -2.9736  0.286
H 5.1551 0.9934 -2.2410  0.292
H 3.7621 -0.0319 -1.5948  0.076
H 4.0767 -1.6147 -3.8112  -0.080
H 5.6343 -0.6632 -4.1381  0.338
H 4.2066 1.4605 -4.5993  0.372
H 3.4290 0.4675 -6.9571  0.361
H 3.3673 -1.1897 -6.1456  0.267
H 5.0189 -0.4383 -6.3932  0.356
H 1.5815 0.9266 -5.2238  0.326
H 1.8228 -0.7040 -4.4032  0.005
H 2.5757 1.5699 -2.4070  0.338
H 0.8881 1.8419 -3.0729  0.429
H 1.7359 -0.7448 -1.3807  -0.053
H -0.5162 -2.6669 -2.7084  0.202
H -1.9284 -1.7228 -3.4285  0.380
H -0.2512 -1.6501 -4.2498  0.259
H -1.9291 -0.3761 -0.7136  0.249
H -2.4071 0.6263 -2.1894  0.429
H -1.1027 1.2972 -1.0354  0.214
C 0.2398 -6.0898 4.8364  -0.720
O -0.4010 -4.8520 5.1020  -0.341
C 0.4860 -3.8557 5.6145  -0.791
C 0.6806 -2.7352 4.5921  -0.186
N 1.4662 -3.1946 3.4466  -0.279
C 1.4757 -2.2533 2.3232  -0.817
C 0.1346 -1.9693 1.6274  -0.226
O -0.4026 -3.0873 0.9257  -0.401
C -1.1739 -3.9718 1.7242  -0.661
H -0.5277 -6.8224 4.5876  0.239
H 0.9204 -6.0021 3.9844  0.303
H 0.7876 -6.4447 5.7147  0.343
H 1.4452 -4.2805 5.9300  0.404
H 0.0040 -3.4338 6.5018  0.402
H 1.1979 -1.8974 5.0702  0.366
H -0.3123 -2.3955 4.2806  0.181
H 1.0858 -4.0752 3.1179  0.052
H 2.1583 -2.6694 1.5759  0.400
H 1.9155 -1.3073 2.6566  0.414
H 0.3252 -1.2072 0.8641  0.102
H -0.6101 -1.5351 2.3036  0.367
H -1.6982 -3.4550 2.5324  0.329
H -0.5424 -4.7681 2.1252  0.187
H -1.9191 -4.4448 1.0794  0.290
C -6.1680 3.2518 2.0262  -0.709
O -5.9732 4.6205 1.7058  -0.339
C -5.3089 5.3527 2.7373  -0.793
C -3.9104 5.7709 2.2809  -0.196
N -3.0169 4.6159 2.1876  -0.323
C -1.7458 4.9074 1.5204  -0.704
C -1.8016 5.3183 0.0405  -0.494
O -2.2336 4.2797 -0.8322  -0.381
C -3.6427 4.1664 -0.9629  -0.579
H -6.7990 2.8098 1.2555  0.238
H -5.2151 2.7148 2.0402  0.296
H -6.6706 3.1424 2.9920  0.338
H -5.2724 4.7963 3.6801  0.401
H -5.9004 6.2569 2.9103  0.388
H -3.4975 6.4883 2.9970  0.392
H -4.0141 6.2704 1.3126  0.174
H -3.4836 3.8790 1.6705  0.058
H -1.1424 3.9964 1.5917  0.360
H -1.2159 5.6796 2.0885  0.410
H -0.7767 5.5523 -0.2655  0.351
H -2.3787 6.2346 -0.1234  0.344
H -4.1496 5.1306 -0.8706  0.330
H -4.0349 3.4558 -0.2315  0.139
H -3.8573 3.7597 -1.9545  0.306

=====

--- b ---
Formula: C24H52N2O7
Source: OMol25
Level of theory: the ωB97M-V functional and the def2-TZVPD basis

Calculated values
Orbital gap: 10.16 eV
LUMO energy: 0.800 eV
SMILES: c1ccncc1.c1ccncc1.CCO.CCO.CCO.CCO.CCO.CCO.CCO
Highest occupied orbital energy: -0.34408 Ha

Each line ends with the Mulliken charge.
Element x y z (Å)
C -4.6099 -1.2630 3.3830  -0.641
C -3.6539 -0.5021 4.0152  -0.398
C -3.3190 0.7139 3.3939  -0.258
N -3.8336 1.1841 2.2564  -0.558
C -4.7634 0.3380 1.7209  -0.112
C -5.1211 -0.8807 2.2171  0.084
H -4.9482 -2.1345 3.9141  0.405
H -3.1472 -0.7969 4.9497  0.390
H -2.6444 1.3396 3.9547  0.468
H -5.3296 0.6887 0.8704  0.340
H -5.9336 -1.4390 1.7796  0.297
C 6.2296 -0.7019 -0.5718  -0.158
C 6.5934 -2.0528 -0.2385  -0.636
C 5.6624 -2.7299 0.5811  -0.113
N 4.4876 -2.2290 0.9130  -0.312
C 4.2223 -0.9783 0.6040  -0.935
C 5.0445 -0.1108 -0.1230  -1.342
H 6.9199 -0.0657 -1.1779  0.344
H 7.4909 -2.5409 -0.5575  0.429
H 5.9047 -3.7864 0.9222  0.318
H 3.2726 -0.6810 0.9588  1.674
H 4.7808 0.8641 -0.3380  0.660
C -1.6551 0.4987 -4.2045  -1.157
C -1.9642 -0.6507 -3.2574  0.028
O -2.3077 -0.0797 -1.8917  -0.701
H -0.7044 1.0747 -4.1135  0.006
H -2.4991 1.1397 -4.2388  0.419
H -1.6234 0.0065 -5.1850  0.398
H -1.1175 -1.3249 -3.0394  0.131
H -2.6994 -1.4138 -3.5320  0.387
H -1.7354 -0.4598 -1.2127  0.455
C 0.1573 3.1375 2.4622  -1.552
C -0.3568 1.8047 2.0313  0.219
O 0.5224 1.1401 1.1447  -0.212
H -0.4196 3.4614 3.3672  0.350
H 0.1075 3.9397 1.6696  0.275
H 1.2004 3.2013 2.7146  0.337
H -1.2889 2.0187 1.5691  0.306
H -0.3875 1.2013 2.9616  0.258
H 0.2129 0.2867 0.7617  0.200
C 4.2497 -0.2325 4.0189  -0.930
C 2.8156 0.1012 3.8583  0.104
O 1.9478 -0.8778 3.3625  -0.561
H 4.7642 -0.4322 3.0718  0.140
H 4.3070 -1.0879 4.7095  0.282
H 4.7618 0.5853 4.5944  0.349
H 2.7117 0.9619 3.1718  0.074
H 2.4254 0.5258 4.8495  0.346
H 1.3188 -0.4864 2.7669  0.111
C 3.5070 0.3149 -3.4729  -1.248
C 2.5116 -0.6361 -2.8097  0.210
O 1.1284 -0.2383 -2.8262  -0.353
H 3.1734 0.4959 -4.4908  0.381
H 4.5070 -0.1246 -3.6198  0.394
H 3.6243 1.3102 -3.0261  0.244
H 2.8106 -0.7795 -1.7421  -0.143
H 2.5073 -1.6430 -3.2513  0.399
H 1.0947 0.7305 -2.5730  0.056
C 0.9060 3.6380 -3.4200  -1.266
C 0.4076 3.2694 -2.0291  0.091
O 1.3492 2.3993 -1.3920  -0.409
H 1.9162 3.9207 -3.3426  0.339
H 0.1973 4.3634 -3.8122  0.381
H 0.8575 2.7916 -4.0690  0.287
H -0.5529 2.6940 -2.1567  0.075
H 0.1801 4.2045 -1.4417  0.409
H 0.9145 2.0457 -0.5948  0.197
C -6.9892 -1.2206 -0.9653  -1.104
C -5.6939 -1.0967 -1.8299  -0.277
O -4.5652 -1.6422 -1.0995  -0.535
H -6.8755 -0.8251 0.0111  0.156
H -7.3794 -2.2127 -0.8609  0.331
H -7.7272 -0.6506 -1.5779  0.343
H -5.4811 -0.0774 -2.0967  0.333
H -5.8271 -1.6118 -2.7701  0.385
H -3.7474 -1.0339 -1.3315  0.413
C -0.8552 -2.2929 1.6054  -0.982
C 0.0884 -2.2274 0.4332  -0.151
O -0.0284 -0.9434 -0.2156  -0.263
H -0.5521 -1.4750 2.2841  0.138
H -0.7438 -3.2256 2.1669  0.442
H -1.8386 -2.1214 1.1931  0.239
H -0.1368 -3.1120 -0.3109  0.320
H 1.1330 -2.3296 0.7738  0.176
H 0.1321 -0.9334 -1.1774  -0.017

=====

Name the least stable of them. a.

=====

--- a ---
Formula: C9H12N2
Source: OMol25
Level of theory: the ωB97M-V functional and the def2-TZVPD basis

Calculated values
Total charge: +2
Orbital gap (spin up / spin down): 6.84 / 7.05 eV
LUMO energy (spin up / spin down): -10.710 / -10.606 eV
Highest occupied orbital energy (spin up / spin down): -0.64492 / -0.64903 Ha

Each line ends with the natural charge from an NBO analysis.
Element x y z (Å)
C -2.8875 -0.7996 -0.2813  -0.166
C -2.7482 0.6468 -0.2108  -0.031
C -1.6864 -1.3957 0.0558  -0.027
C 0.6379 1.9053 0.2131  0.044
C -0.7999 -0.3473 0.5603  -0.170
C 1.3275 0.6216 0.1165  0.360
C -1.4534 0.9424 0.1454  0.171
C 2.8391 0.6109 -0.2404  -0.664
C 1.0998 -1.8738 -0.0019  -0.453
N -0.6901 1.9878 0.0750  -0.355
N 0.6428 -0.5062 0.1827  -0.215
H -3.8251 -1.0471 -0.7454  0.289
H -3.5189 1.3331 -0.2552  0.263
H -1.3212 -2.3980 -0.0221  0.264
H 1.2094 2.8232 0.0944  0.279
H -0.8596 -0.3917 1.6040  0.292
H 3.0591 1.5994 -0.6387  0.270
H 3.0746 -0.2990 -1.0259  0.279
H 3.3835 0.3228 0.6427  0.285
H 2.1571 -1.7547 -0.0832  0.250
H 0.7605 -2.4089 0.9839  0.264
H 0.7949 -2.4343 -0.9647  0.287
H -1.1961 2.8628 -0.2043  0.484

=====

--- b ---
Formula: C9H12N2
Source: OMol25
Level of theory: the ωB97M-V functional and the def2-TZVPD basis

Calculated values
Total charge: +2
Orbital gap (spin up / spin down): 4.90 / 4.90 eV
LUMO energy (spin up / spin down): -10.914 / -10.915 eV
Highest occupied orbital energy (spin up / spin down): -0.58113 / -0.58117 Ha

Each line ends with the natural charge from an NBO analysis.
Element x y z (Å)
C 3.7267 0.5648 0.4726  0.136
C 3.7149 -0.7407 -0.1433  -0.233
C 2.6107 1.4181 0.6359  -0.262
C 2.4775 -1.1768 -0.6914  -0.018
C 1.4297 0.8549 0.2949  -0.031
C 1.2276 -0.4516 -0.3551  0.204
C -3.9509 0.6867 -0.5887  0.053
C -1.6490 0.6949 -0.3773  0.119
C -2.8736 -0.8621 0.9703  -0.416
N 0.0671 -0.8040 -0.7629  -0.392
N -2.8184 0.2337 -0.0725  -0.380
H 4.6800 0.9551 0.9094  0.266
H 4.6683 -1.2258 -0.2044  0.284
H 2.9765 2.4569 0.8226  0.299
H 2.3947 -2.0458 -1.2506  0.248
H 0.4940 1.3577 0.5537  0.273
H -4.8069 0.3094 -0.1248  0.215
H -4.1816 1.4798 -1.2529  0.249
H -1.2510 1.2337 -1.2232  0.219
H -1.9616 -0.9052 1.5413  0.247
H -3.0877 -1.9122 0.5377  0.258
H -3.6186 -0.6623 1.6577  0.251
H -0.2684 -1.4591 -1.3490  0.411

=====

Name the least stable of them. b.